# 1
ORCA calculation (ωB97M-V/def2-TZVPD) on a structure of composition C42H48F3N5O6RuSi.

```
106
Properties=species:S:1:pos:R:3:forces:R:3
Ru -1.246 -0.270 0.184 0.1144 0.8455 0.0265
O -4.836 0.670 2.041 -0.0321 -0.1109 -0.0319
C -3.721 0.292 1.679 0.0196 0.0748 -0.3123
N -3.032 0.693 0.601 0.4662 0.0370 0.2116
C -3.724 1.508 -0.380 0.1453 -0.2037 -0.0441
C -2.850 2.578 -0.949 0.0110 -0.0809 0.1425
C -3.144 3.905 -0.905 0.1175 0.0807 -0.0433
C -2.346 4.870 -1.562 -0.0096 0.0897 -0.0079
C -1.275 4.395 -2.346 -0.0860 -0.0177 0.1670
C -0.979 3.070 -2.382 -0.0189 -0.0286 -0.1071
N -1.706 2.142 -1.629 0.1313 0.1504 -0.0815
C -2.999 -0.763 2.488 -0.0130 0.1246 0.0555
C -3.664 -1.505 3.448 -0.0765 -0.0127 0.2081
C -2.950 -2.442 4.176 -0.0048 0.1181 -0.1175
C -1.590 -2.588 3.932 -0.0079 -0.0176 0.1873
C -1.006 -1.832 2.936 0.1663 0.0545 0.0034
N -1.707 -0.951 2.218 -0.0857 -0.5888 0.0171
H -4.023 0.841 -1.201 -0.0991 -0.0178 0.0243
H -4.618 1.935 0.062 -0.0861 0.1582 0.0419
H -4.033 4.210 -0.367 0.0082 -0.0604 0.0144
H -2.572 5.925 -1.494 -0.0095 -0.0661 -0.0316
H -0.670 5.076 -2.931 0.0160 -0.0385 0.0008
H -0.178 2.659 -2.978 -0.0105 -0.0416 0.0723
H -4.721 -1.329 3.592 0.0378 0.0283 -0.0057
H -3.443 -3.041 4.932 0.0025 -0.0154 -0.0318
H -0.990 -3.283 4.506 -0.0077 0.0162 -0.0744
H 0.048 -1.909 2.693 -0.0205 -0.0051 -0.0842
O -2.918 -1.730 -0.747 0.0838 0.0653 0.1076
C -3.316 -2.742 -0.071 0.0174 -0.0481 -0.0980
C -4.703 -2.957 0.186 -0.0636 -0.0459 -0.0407
C -5.159 -4.059 0.870 0.0903 0.0161 0.0295
C -4.263 -5.007 1.380 0.0074 -0.0481 0.0541
C -2.912 -4.815 1.177 0.0575 0.0791 -0.0560
C -2.416 -3.719 0.459 -0.0877 0.0484 0.1213
C -0.980 -3.531 0.293 0.1993 0.0577 -0.1519
N -0.329 -2.426 -0.057 0.1747 -0.0637 0.1206
C 1.020 -2.707 0.030 -0.1465 -0.0473 -0.0454
C 1.199 -3.997 0.404 -0.0420 -0.0404 -0.0137
N -0.072 -4.511 0.563 0.0457 0.0334 -0.0009
H -5.392 -2.206 -0.182 0.0428 -0.0211 -0.0238
H -6.223 -4.191 1.034 0.0012 0.0470 -0.0034
H -4.619 -5.861 1.945 0.0134 0.0237 -0.0375
H -2.219 -5.529 1.613 -0.0206 0.0084 0.0040
H 1.759 -1.946 -0.140 0.0112 0.0282 -0.0735
H 2.085 -4.588 0.567 -0.0678 0.0502 -0.0092
H -0.298 -5.452 0.816 -0.0557 -0.0717 -0.0036
C 1.861 4.203 3.032 0.1465 -0.0999 0.0726
C 1.184 2.961 2.461 0.0838 0.1313 0.1776
C 0.071 3.389 1.513 0.1770 0.0028 -0.0707
C 0.600 2.118 3.598 0.0996 -0.0969 -0.1560
O 2.216 2.253 1.757 -0.2877 -0.0392 -0.1031
Si 2.210 0.679 1.211 0.1352 0.2370 0.4585
O 0.782 0.083 0.904 -0.7387 0.1306 -0.6134
O 2.898 -0.262 2.388 0.1332 -0.0558 -0.0166
C 4.113 -0.189 3.124 0.0384 0.0437 0.1495
C 5.257 0.480 2.356 -0.2869 0.0436 -0.1746
C 3.864 0.590 4.417 -0.0173 0.0218 -0.0579
C 4.500 -1.627 3.459 -0.0614 -0.0461 -0.0630
O 3.337 0.652 0.006 -0.1114 -0.2228 -0.0325
C 3.345 1.039 -1.359 0.1225 0.2251 -0.1361
C 4.808 1.004 -1.795 0.0354 0.0327 0.1130
C 2.556 0.048 -2.204 0.0207 -0.1317 0.1774
C 2.772 2.445 -1.514 -0.0582 -0.0587 0.0750
H 1.143 4.821 3.578 0.0263 -0.0165 -0.0341
H 2.296 4.792 2.221 -0.0185 -0.0108 0.0445
H 2.663 3.906 3.714 -0.0428 0.0686 -0.0384
H -0.703 3.944 2.049 0.0410 -0.0229 -0.0258
H -0.381 2.512 1.068 -0.1944 -0.1824 -0.1713
H 0.471 4.021 0.717 -0.0265 -0.0106 -0.0247
H -0.129 2.705 4.162 -0.0013 -0.0284 -0.0268
H 1.392 1.794 4.275 -0.0790 0.0182 -0.0233
H 0.104 1.234 3.188 -0.0002 0.0320 0.0550
H 5.013 1.528 2.160 0.0575 -0.0584 -0.0045
H 5.405 -0.012 1.395 0.0494 -0.0111 0.0139
H 6.180 0.428 2.939 -0.0597 0.0184 -0.0002
H 3.652 1.636 4.180 0.0062 -0.0658 0.0481
H 4.744 0.544 5.064 -0.0338 0.0324 -0.0101
H 3.009 0.169 4.952 0.0442 0.0033 -0.0246
H 4.632 -2.196 2.535 0.0001 0.0256 0.0691
H 3.709 -2.100 4.048 0.0403 0.0146 -0.0483
H 5.432 -1.649 4.029 -0.0373 -0.0378 -0.0099
H 5.204 -0.001 -1.631 0.0269 0.0530 -0.0268
H 5.397 1.709 -1.203 -0.0278 -0.0318 -0.0376
H 4.908 1.254 -2.855 -0.0111 0.0000 0.0638
H 2.968 -0.956 -2.082 -0.0182 -0.0006 0.0102
H 2.624 0.310 -3.261 -0.0263 0.0300 0.0089
H 1.511 0.033 -1.897 -0.1063 -0.0199 -0.0253
H 3.306 3.146 -0.868 -0.0233 -0.0381 -0.0283
H 1.717 2.449 -1.221 0.0462 0.0607 -0.0454
H 2.855 2.779 -2.553 -0.0484 -0.0030 0.0498
F -0.620 -2.440 -8.553 -0.0493 0.0688 -0.0502
C -1.194 -1.258 -8.208 0.0360 -0.1132 -0.0189
F -0.573 -0.312 -8.944 -0.0844 -0.0906 -0.0338
F -2.473 -1.326 -8.639 0.1458 0.0131 -0.0528
C -1.109 -0.985 -6.749 -0.0017 0.1468 0.1966
C -2.085 -1.487 -5.887 0.0001 -0.1054 -0.0463
C -2.041 -1.206 -4.542 -0.0579 0.0382 0.1571
C -1.028 -0.365 -4.011 0.0305 -0.0763 -0.1947
C -0.005 0.071 -4.892 -0.0479 -0.0316 0.0951
C -0.057 -0.227 -6.235 0.0032 -0.0736 -0.0676
C -1.099 0.075 -2.697 0.1068 0.2215 -0.0012
C -1.315 0.781 -1.647 -0.0257 -0.6131 0.3370
H -2.887 -2.096 -6.286 0.0185 0.0336 0.0391
H -2.789 -1.596 -3.862 0.0070 0.0548 -0.0345
H 0.795 0.684 -4.501 -0.0017 0.0114 0.0006
H 0.713 0.140 -6.903 -0.0220 0.0355 0.0383
```
Forces are in eV/Å.

The calculation puts the gap between HOMO and LUMO (spin up / spin down) at 5.295 / 6.536 eV. Its expectation value of S² is 8.865. The total charge is -1. Its spin multiplicity is 6.

---

# 2
ORCA calculation (ωB97M-V/def2-TZVPD) on the molecule C3H7FN2O.

```
14
Properties=species:S:1:pos:R:3:forces:R:3
N -1.571 -0.977 0.216 -1.1318 -1.9314 2.1786
N -0.232 -1.299 -0.117 1.1533 2.2456 0.0890
C 0.454 -0.212 -0.087 -0.2433 -0.0030 -1.8387
C -0.300 1.096 0.355 -1.7562 -1.9280 1.0999
O -1.443 1.414 -0.529 3.6158 3.3047 1.0356
C 1.958 -0.259 -0.583 -3.4710 3.2608 -0.7608
F 2.515 0.334 0.465 2.6288 0.7251 2.4874
H -1.723 -0.723 1.311 0.4504 -1.2495 -3.3283
H -1.966 -1.868 -0.074 -1.0172 0.2530 1.0723
H -0.792 0.890 1.406 1.1957 0.2322 -1.6417
H 0.400 1.872 0.592 -0.0017 0.9510 -0.8392
H -1.877 0.618 -0.693 -1.0082 -2.3687 -0.0918
H 2.341 0.323 -1.467 -1.3990 -0.1526 0.3658
H 2.238 -1.208 -0.793 0.9845 -3.3391 0.1719
```
Forces are in eV/Å.

The calculation puts the gap between HOMO and LUMO at 10.381 eV. Its SMILES is N/N=C(\CO)CF. The total charge is 0.

---

# 3
ORCA calculation (ωB97M-V/def2-TZVPD) on the molecule C3H5N3.

```
11
Properties=species:S:1:pos:R:3:forces:R:3
N 0.410 -1.596 -0.441 0.1652 0.0157 -0.0343
C 0.086 -0.319 0.011 0.1008 0.1044 0.1893
C 0.443 0.242 1.170 -0.0216 -0.1700 0.0127
C -0.770 2.551 0.122 -0.5885 -0.4059 -0.9168
N -1.015 1.632 -0.593 0.2084 0.7607 0.5878
N -0.701 0.377 -0.935 0.1126 -0.0892 -0.0004
H 0.985 -2.100 0.220 -0.1129 0.0114 -0.1135
H 0.785 -1.642 -1.380 0.0101 0.0909 0.0792
H 1.265 -0.129 1.765 -0.1808 -0.3426 0.0085
H -0.102 1.091 1.561 0.3028 -0.0030 -0.0834
H -1.386 -0.107 -1.499 0.0038 0.0276 0.2709
```
Forces are in eV/Å.

The calculation puts the gap between HOMO and LUMO at 9.416 eV. The total charge is 0.

---

Respective ΔE to the lowest compared entry with this formula, charge and spin values: 82.2, 278.2, 308.9 kJ/mol.